{"formula": "C4H10N4", "method": "the ωB97M-V functional and the def2-TZVPD basis", "elements": ["C", "N", "C", "C", "C", "N", "N", "N", "H", "H", "H", "H", "H", "H", "H", "H", "H", "H"], "coordinates": [[-1.18, -2.51, 0.39], [-1.74, -1.45, 0.00], [-1.00, -0.29, -0.47], [-1.47, 0.37, -1.52], [0.23, 0.05, 0.31], [1.36, -0.71, -0.17], [0.46, 1.55, 0.14], [1.65, 1.93, 0.82], [-0.10, -2.68, 0.38], [-1.81, -3.34, 0.67], [-2.34, 0.01, -2.04], [-0.99, 1.26, -1.88], [0.09, -0.20, 1.38], [2.18, -0.46, 0.38], [1.54, -0.43, -1.13], [-0.37, 2.04, 0.49], [1.99, 2.79, 0.41], [1.50, 2.07, 1.82]], "multiplicity": 1, "e_homo_ev": -8.84, "charge": 0, "total_energy_ha": -377.35279, "lumo_energy_ev": 0.97, "smiles": "C=NC(=C)[C@@H](N)NN"}

***

{"formula": "C3H10N2", "method": "the ωB97M-V functional and the def2-TZVPD basis", "elements": ["N", "C", "C", "C", "N", "H", "H", "H", "H", "H", "H", "H", "H", "H", "H"], "coordinates": [[1.18, -1.93, 0.99], [0.04, -1.31, 0.30], [0.28, 0.18, 0.18], [-0.75, 0.84, -0.75], [-0.63, 2.28, -0.74], [1.30, -2.92, 0.86], [1.16, -1.70, 1.97], [0.09, -1.68, -0.72], [-0.89, -1.64, 0.76], [1.30, 0.31, -0.17], [0.13, 0.69, 1.14], [-0.57, 0.51, -1.77], [-1.75, 0.49, -0.50], [-1.29, 2.76, -0.15], [-0.54, 2.73, -1.63]], "multiplicity": 1, "e_homo_ev": -8.77, "charge": 0, "total_energy_ha": -229.79397, "lumo_energy_ev": 1.20, "smiles": "NCCCN"}

***

{"formula": "C26H25IOPS3Sb2Se4W", "method": "the ωB97M-V functional and the def2-TZVPD basis", "elements": ["W", "S", "Sb", "S", "S", "I", "C", "C", "C", "C", "C", "C", "C", "C", "C", "P", "C", "C", "C", "C", "C", "C", "C", "C", "C", "C", "C", "C", "C", "H", "H", "H", "H", "H", "H", "H", "H", "H", "H", "H", "H", "H", "H", "H", "H", "Se", "Sb", "Se", "Se", "Se", "C", "C", "C", "C", "O", "H", "H", "H", "H", "H", "H", "H", "H", "H"], "coordinates": [[1.81, -0.90, -1.40], [1.56, -5.15, -1.56], [0.67, -3.73, -0.14], [-0.24, -1.88, -1.61], [2.42, -1.75, 0.54], [-2.35, 1.16, -2.01], [-4.04, 0.49, -0.90], [-5.08, 0.15, -1.71], [-6.38, 0.03, -1.19], [-6.60, 0.33, 0.12], [-5.53, 0.71, 0.97], [-5.80, 1.10, 2.31], [-4.79, 1.48, 3.14], [-3.46, 1.41, 2.69], [-3.14, 1.04, 1.41], [-1.38, 0.67, 0.99], [-0.53, 2.24, 1.38], [0.87, 2.26, 1.36], [1.57, 3.45, 1.21], [0.89, 4.64, 1.01], [-0.50, 4.64, 1.03], [-1.20, 3.46, 1.21], [-1.01, -0.52, 2.34], [-1.81, -1.66, 2.38], [-1.53, -2.71, 3.25], [-0.41, -2.64, 4.08], [0.40, -1.51, 4.04], [0.10, -0.46, 3.17], [-4.20, 0.74, 0.49], [-4.91, 0.00, -2.77], [-7.19, -0.27, -1.84], [-7.60, 0.31, 0.53], [-6.83, 1.09, 2.65], [-5.00, 1.80, 4.15], [-2.66, 1.64, 3.38], [1.43, 1.34, 1.41], [2.65, 3.42, 1.14], [1.44, 5.55, 0.80], [-1.04, 5.56, 0.88], [-2.28, 3.48, 1.19], [-2.69, -1.73, 1.73], [-2.17, -3.58, 3.27], [-0.19, -3.45, 4.75], [1.27, -1.45, 4.67], [0.74, 0.41, 3.17], [7.91, 0.62, -1.78], [5.97, 1.97, -1.53], [0.69, 1.25, -1.94], [3.25, 1.22, -1.62], [6.10, 4.29, -1.84], [3.88, -3.45, -4.02], [4.02, -2.10, -3.33], [5.09, -2.17, -2.25], [4.30, -0.99, -4.35], [2.74, -1.83, -2.67], [4.82, -3.67, -4.52], [3.08, -3.42, -4.77], [3.65, -4.23, -3.30], [6.08, -2.21, -2.71], [4.95, -3.06, -1.63], [5.07, -1.29, -1.60], [4.02, -1.32, -5.36], [5.35, -0.72, -4.35], [3.71, -0.09, -4.13]], "multiplicity": 2, "e_homo_ev": [-7.70, -7.78], "charge": 0, "total_energy_ha": -13068.01360, "lumo_energy_ev": [-2.03, -3.14]}

***

{"formula": "C9H12N2O2", "method": "the ωB97M-V functional and the def2-TZVPD basis", "elements": ["C", "C", "C", "O", "C", "O", "C", "C", "C", "C", "N", "N", "C", "H", "H", "H", "H", "H", "H", "H", "H", "H", "H", "H", "H"], "coordinates": [[-2.17, -2.82, -4.24], [-1.21, -2.67, -3.51], [-0.02, -2.39, -2.66], [-0.42, -1.37, -1.70], [0.57, -0.80, -1.00], [1.73, -1.17, -0.95], [0.15, 0.30, -0.01], [0.07, -0.32, 1.40], [-0.49, 0.73, 2.35], [0.29, 2.01, 2.22], [0.17, 3.02, 3.15], [0.99, 2.36, 1.17], [1.18, 1.43, 0.03], [-2.97, -2.97, -4.92], [0.30, -3.35, -2.18], [0.84, -2.01, -3.28], [-0.80, 0.76, -0.33], [1.06, -0.68, 1.69], [-0.64, -1.18, 1.38], [-0.44, 0.40, 3.40], [-1.52, 0.82, 2.13], [0.59, 3.92, 2.86], [-0.61, 2.97, 3.84], [2.21, 1.07, 0.10], [1.14, 1.95, -0.95]], "multiplicity": 1, "e_homo_ev": -8.55, "charge": 0, "total_energy_ha": -610.06873, "lumo_energy_ev": 0.83, "smiles": "C#CCOC(=O)[C@H]1CCC(N)=NC1"}

***

{"formula": "C6H8FN5O", "method": "the ωB97M-V functional and the def2-TZVPD basis", "elements": ["C", "C", "C", "C", "C", "C", "N", "N", "N", "N", "N", "O", "F", "H", "H", "H", "H", "H", "H", "H", "H"], "coordinates": [[-2.07, -2.01, 0.54], [-2.42, 0.30, -0.04], [-0.23, 1.62, 0.29], [-1.50, 1.47, -0.51], [0.48, -0.60, -0.46], [1.54, 0.45, 1.41], [-2.02, -3.14, 0.90], [-3.65, 0.62, 0.15], [-1.74, -0.84, 0.10], [0.55, 0.47, 0.39], [0.32, -0.45, -1.80], [0.06, 2.63, 0.90], [-2.16, 2.66, -0.61], [-1.09, 1.29, -1.61], [0.56, -1.59, -0.11], [2.63, 0.55, 0.93], [1.21, 1.34, 2.04], [1.56, -0.55, 1.99], [-4.22, -0.07, 0.43], [0.09, 0.51, -2.19], [-0.06, -1.14, -2.39]], "multiplicity": 1, "e_homo_ev": -8.47, "charge": 0, "total_energy_ha": -682.20154, "lumo_energy_ev": -1.28}

***

Taking the records one at a time from the top gives ΔE to the lowest compared entry with this formula, charge and spin values of 246.9; 40.1; 141.0; 144.7; 94.1 kJ/mol.
Taking the records one at a time from the top gives max |F| values of 2.0; 1.5; 1.8; 3.4; 5.2 eV/A.